[1]
The following is a quantum chemistry calculation of 2 unconnected molecules or ions with the total composition C26H44BClFNO9PS at a distorted geometry, from the Open Molecules 2025 dataset.

Structure (ORCA input):
```
! RIJCOSX wB97M-V def2-TZVPD def2/J DEFGRID3
* xyz -1 1
C 4.2014 1.6459 3.0706
B 4.0696 1.9176 1.4825
O 4.5151 3.1853 1.0408
C 3.4340 0.8056 0.4428
S 1.9836 1.7207 -0.2148
O 2.3715 2.9060 -0.9639
O 1.0875 2.1120 0.8581
F 1.1034 0.8106 -1.2773
C 2.9113 -0.5611 1.0574
Cl 1.7714 -0.5438 2.4488
C 4.1457 -1.5189 1.0832
O 4.4412 -2.4061 1.7928
O 4.8768 -1.1103 -0.0355
C 4.4706 0.1845 -0.5620
C 4.0725 -0.0054 -2.0971
C 3.8358 -1.5009 -2.5258
O 2.6040 -2.0636 -2.0380
C 2.6757 -3.4980 -2.1076
C 1.3882 -4.2074 -2.6907
O 0.4764 -4.7399 -1.6838
C -0.4852 -3.7172 -1.4345
C -0.2720 -2.8677 -0.2781
C -1.2266 -1.7757 -0.0065
C -2.3972 -1.5007 -0.8510
C -3.3950 -0.2972 -0.5810
C -3.0926 0.4191 0.7946
C -3.1399 0.7415 -1.7468
C -4.8497 -0.9183 -0.5119
C -6.0514 0.0085 -0.9521
C -7.3669 -0.6908 -0.3521
C -6.3066 0.0207 -2.5305
C -6.0378 1.4601 -0.3289
C -2.5740 -2.4255 -1.9884
C -1.6542 -3.5158 -2.2888
P 6.1762 1.0529 -0.6160
N 7.3051 0.0750 -1.5021
O 5.9458 2.4908 -1.4679
H 3.1386 1.6759 3.4607
H 4.7134 2.5231 3.5486
H 4.6820 0.6664 3.3104
H 4.1864 3.8019 1.7186
H 2.2654 -0.9845 0.2268
H 4.9643 0.3371 -2.6998
H 3.2158 0.6229 -2.4393
H 3.7358 -1.4774 -3.6558
H 4.7259 -2.1576 -2.3220
H 2.8781 -3.9558 -1.0940
H 3.5403 -3.8208 -2.7594
H 0.8669 -3.4476 -3.3404
H 1.7495 -5.0572 -3.3358
H 0.6234 -3.0452 0.3693
H -1.0029 -1.1609 0.8921
H -3.4911 -0.1722 1.6580
H -3.5658 1.4356 0.8553
H -2.0028 0.5766 0.9518
H -2.0317 0.7161 -1.9604
H -3.3436 1.7659 -1.3528
H -3.6418 0.5053 -2.7140
H -4.9649 -1.8960 -1.0588
H -5.0352 -1.1712 0.5726
H -7.1923 -0.8745 0.7439
H -8.2289 0.0257 -0.4649
H -7.5636 -1.6344 -0.9224
H -6.0300 -1.0101 -2.8945
H -5.7370 0.8218 -3.0570
H -7.4043 0.1803 -2.6833
H -7.1004 1.8398 -0.4161
H -5.7876 1.4893 0.7573
H -5.4322 2.1853 -0.9412
H -3.4550 -2.2856 -2.6511
H -1.8195 -4.2031 -3.1552
H 6.8619 -0.6151 -2.1129
H 7.8741 -0.3790 -0.7864
H 6.2113 3.1829 -0.8388
C -0.4616 3.7322 5.5948
C -0.4783 2.4413 4.7473
C 0.2183 2.7229 3.4008
O -1.7606 2.1112 4.4986
H -0.9842 4.5558 5.0981
H -0.9312 3.5714 6.5697
H 0.5736 4.0638 5.7801
H 0.1784 1.7147 5.2851
H -0.2802 3.5150 2.8327
H 0.2460 1.8317 2.7817
H 1.2634 3.0436 3.5637
*
```

Computed properties:
- LUMO: 1.79 eV
- Largest force on an atom: 5.00 eV/Å
- Relative energy (zero: lowest compared OMol25 entry of this formula, charge and spin): 393.1 kJ/mol
- Kohn-Sham gap: 0.1526 Eh

Mulliken atomic charge list, values in e, 2 entries: -0.882 1.060

---

[2]
The following is a quantum chemistry calculation of a molecular structure, C26H44BrCoN3OP2 at a distorted geometry, from the Open Molecules 2025 dataset.

Structure (ORCA input):
```
! RIJCOSX wB97M-V def2-TZVPD def2/J DEFGRID3
* xyz 2 4
N 1.0456 0.3491 -6.0450
C 0.5502 -0.8301 -5.6413
C 0.1978 -1.0783 -4.2958
C 0.2943 -0.0245 -3.3493
C 0.8613 1.1900 -3.7898
C 1.2127 1.3271 -5.1548
C -0.2604 -0.2195 -2.0008
Co 0.2455 -0.1229 -0.2220
P -0.8909 0.5337 2.8333
C -0.8894 0.8830 -1.2384
C -2.3298 0.8223 -0.9130
C -3.0027 2.0005 -0.4998
C -4.3475 1.9592 -0.1412
C -5.0457 0.7337 -0.2289
C -4.4231 -0.4166 -0.7416
C -3.0733 -0.3503 -1.1178
Br -6.7517 0.5985 0.4477
H -0.6517 -1.2488 -1.8909
H -0.4990 1.9043 -1.3469
H -0.2144 -2.0532 -4.0284
H 1.0168 2.0348 -3.1264
H 0.4272 -1.6075 -6.4149
H 1.6383 2.2662 -5.5257
H -2.4818 2.9614 -0.4651
H -2.6177 -1.2141 -1.6161
H -4.8550 2.8481 0.2296
H -4.9735 -1.3531 -0.8401
P 2.3320 0.2526 -0.0823
C -2.6254 0.0153 2.5543
C -3.6416 0.8386 3.3658
H -2.6969 -1.0473 2.8564
H -2.8070 0.1023 1.4646
H -4.6582 0.5091 3.1005
H -3.5047 0.6806 4.4500
H -3.5670 1.9172 3.1486
C -0.6626 2.0520 1.8702
C -0.8266 3.3011 2.7640
H -1.4333 2.0445 1.0851
H 0.3416 2.0287 1.4028
H -0.5421 4.1992 2.1982
H -1.8697 3.4293 3.0962
H -0.1863 3.2364 3.6578
C -0.0175 -1.0338 2.6929
C 0.0030 -1.8282 4.0000
H 1.0109 -0.7298 2.4264
H -0.4959 -1.6166 1.8858
H 0.7390 -2.6312 3.9201
H 0.2746 -1.1791 4.8384
H -0.9538 -2.3073 4.2270
C 3.0166 -1.1628 0.8978
C 4.4922 -1.0937 1.2480
H 2.7926 -2.0664 0.3094
H 2.4395 -1.2689 1.8268
H 5.1158 -1.4316 0.4173
H 4.7969 -0.0849 1.5381
H 4.7008 -1.7581 2.0944
C 2.9597 1.8799 0.5860
C 2.4811 3.0373 -0.2990
H 4.0629 1.8728 0.6386
H 2.5784 2.0003 1.6123
H 3.1706 3.2152 -1.1379
H 1.4819 2.8590 -0.7351
H 2.4040 3.9780 0.2621
C 3.4171 0.2249 -1.5948
C 3.3487 -1.0191 -2.4822
H 4.4634 0.4013 -1.2729
H 3.1493 1.1199 -2.1793
H 4.2292 -1.0297 -3.1498
H 3.3263 -1.9521 -1.8946
H 2.4525 -0.9938 -3.1191
N -1.7679 -3.4931 0.4017
C -0.4217 -3.3988 0.2149
N 0.2813 -4.5185 0.4793
O 0.1635 -2.3464 -0.1586
H -2.1351 -4.3669 0.7587
H -2.3897 -2.8089 -0.0077
H 1.2018 -4.6123 0.0784
H -0.2064 -5.3099 0.8674
*
```

Computed properties:
- <S²>: 3.81
- LUMO (spin up / spin down): -6.56 / -8.77 eV
- Largest force on an atom: 3.81 eV/Å
- Kohn-Sham gap (spin up / spin down): 0.2372 / 0.1739 Eh

Mulliken atomic charge list, values in e, 2 entries: -0.554 -0.529

---

[3]
The following is a quantum chemistry calculation of a molecular structure, C26H44BrEuN3OP2 at a distorted geometry, from the Open Molecules 2025 dataset.

Structure (ORCA input):
```
! RIJCOSX wB97M-V def2-TZVPD def2/J DEFGRID3
* xyz 2 8
N 1.3062 -9.9018 2.3996
C 0.1675 -9.4885 2.9875
C -0.2847 -8.1485 2.9617
C 0.4545 -7.1716 2.2369
C 1.6948 -7.6082 1.6978
C 2.0421 -8.9730 1.7597
C -0.0199 -5.7932 2.0518
Eu -2.2193 -0.3366 0.8625
P -2.0892 3.4987 -4.1895
C 0.5378 -4.9097 1.1617
C 0.3613 -3.4603 1.0086
C 0.6412 -2.8340 -0.2405
C 0.5773 -1.4473 -0.3835
C 0.3754 -0.5900 0.7230
C -0.1099 -1.2496 1.9516
C -0.1862 -2.6484 2.0501
Br -0.8336 1.8572 -0.5881
H -0.8501 -5.4836 2.6851
H 1.1902 -5.3829 0.4159
H -1.2186 -7.8926 3.4717
H 2.3826 -6.9172 1.2078
H -0.4095 -10.2662 3.5157
H 2.9686 -9.3303 1.2892
H 0.8851 -3.4558 -1.1179
H -0.6604 -3.1192 2.9358
H 0.8369 -1.0335 -1.3619
H -0.4412 -0.6595 2.8387
P 1.3886 1.1303 0.8612
C -3.3247 2.2877 -3.5975
C -4.2970 1.9809 -4.7593
H -3.8861 2.7137 -2.7486
H -2.7945 1.3762 -3.2791
H -5.2062 1.4871 -4.4016
H -4.6094 2.8889 -5.2898
H -3.8442 1.3247 -5.5111
C -0.6398 2.5164 -4.7140
C 0.2265 3.2742 -5.7377
H -1.0554 1.6121 -5.1911
H -0.0651 2.2450 -3.8144
H 0.9384 2.5825 -6.2008
H -0.3720 3.7120 -6.5478
H 0.8101 4.0800 -5.2770
C -1.5100 4.5202 -2.7812
C -2.3619 5.7895 -2.6132
H -0.4709 4.8301 -2.9943
H -1.5258 3.8975 -1.8707
H -1.9767 6.4373 -1.8154
H -2.3596 6.3778 -3.5372
H -3.4063 5.5600 -2.3762
C 1.9288 2.8915 1.4890
C 3.2273 3.0959 2.2838
H 1.0696 3.2771 2.0596
H 1.9859 3.5037 0.5744
H 3.1705 2.6784 3.2991
H 4.1257 2.7095 1.7763
H 3.3641 4.1830 2.3831
C 2.0425 1.3464 -0.8818
C 2.9380 0.2679 -1.4153
H 2.5675 2.3109 -0.8656
H 1.1624 1.4820 -1.5429
H 3.9133 0.3290 -0.9331
H 2.5588 -0.7413 -1.2649
H 3.0557 0.4033 -2.4956
C 2.7424 0.1273 1.6231
C 2.3642 -0.0286 3.0972
H 3.6754 0.6783 1.4372
H 2.7479 -0.8507 1.1051
H 2.4697 -1.0692 3.4249
H 2.9996 0.5852 3.7392
H 1.3250 0.2390 3.3578
N -3.8244 3.0868 2.9822
C -2.6578 2.4186 3.1901
N -1.7365 3.0789 3.9725
O -2.3920 1.3346 2.5948
H -4.1148 3.7554 3.6815
H -4.5318 2.6098 2.4172
H -0.8365 2.6533 4.1463
H -2.0971 3.7651 4.6300
*
```

Computed properties:
- <S²>: 15.76
- LUMO (spin up / spin down): -6.89 / -6.84 eV
- Largest force on an atom: 4.30 eV/Å
- Relative energy (zero: lowest compared OMol25 entry of this formula, charge and spin): 0.0 kJ/mol
- Kohn-Sham gap (spin up / spin down): 0.1575 / 0.1594 Eh

Mulliken atomic charge list, values in e, 2 entries: -0.536 -0.290

---

[4]
The following is a quantum chemistry calculation of a molecular structure, C26H44BrN3P2PdS at a distorted geometry, from the Open Molecules 2025 dataset.

Structure (ORCA input):
```
! RIJCOSX wB97M-V def2-TZVPD def2/J DEFGRID3
* xyz 2 3
N -5.4761 -7.8431 1.7341
C -5.4294 -6.9900 2.7620
C -4.6976 -5.7926 2.7111
C -3.9699 -5.4580 1.5333
C -4.0080 -6.3975 0.4815
C -4.7997 -7.5608 0.6250
C -3.1938 -4.2189 1.4151
Pd 0.3135 -0.2623 1.3767
P 0.2351 3.9872 -1.8956
C -2.6224 -3.7042 0.2948
C -2.0569 -2.3725 0.2901
C -2.0707 -1.5015 -0.8001
C -1.9475 -0.0777 -0.6126
C -2.2651 0.4628 0.6583
C -1.7395 -0.3968 1.7913
C -1.5776 -1.8233 1.4959
Br -3.8344 1.5015 1.0717
H -3.1857 -3.6120 2.3184
H -2.7356 -4.1837 -0.6810
H -4.7073 -5.1479 3.5995
H -3.4143 -6.2263 -0.4093
H -5.9958 -7.2792 3.6508
H -4.8536 -8.2673 -0.2053
H -2.3781 -1.9154 -1.7584
H -1.2176 -2.5392 2.2335
H -1.9446 0.5275 -1.5171
H -1.9858 -0.0456 2.8060
P 1.9528 -0.4058 -0.0744
C -1.1592 4.2141 -0.7979
C -2.2513 5.1873 -1.2673
H -0.7645 4.5411 0.1818
H -1.5745 3.2040 -0.6393
H -3.0359 5.3211 -0.5157
H -1.8389 6.1765 -1.4787
H -2.7574 4.8586 -2.1763
C -0.0468 2.8404 -3.2305
C 0.3784 3.5212 -4.5389
H -1.1128 2.5584 -3.2621
H 0.5279 1.9249 -3.0416
H 0.1407 2.9340 -5.4259
H -0.1230 4.4862 -4.6342
H 1.4527 3.7195 -4.5696
C 1.9724 4.1872 -1.4634
C 2.2290 5.6099 -0.9273
H 2.5858 4.0861 -2.3708
H 2.2828 3.3760 -0.7962
H 3.2095 5.7255 -0.4444
H 2.2053 6.2917 -1.7843
H 1.4758 5.9666 -0.2167
C 3.5764 0.3466 0.2880
C 4.7933 -0.5838 0.1556
H 3.5376 0.7899 1.2985
H 3.6900 1.2078 -0.3952
H 4.9082 -1.2458 1.0282
H 4.7359 -1.2157 -0.7428
H 5.7141 0.0132 0.0727
C 1.6307 0.0264 -1.8192
C 1.2147 -1.0917 -2.7726
H 2.5279 0.5422 -2.2007
H 0.8194 0.7646 -1.7946
H 1.9034 -1.9512 -2.7564
H 0.2003 -1.4603 -2.5438
H 1.1977 -0.7131 -3.8092
C 2.0721 -2.1845 0.0638
C 2.3739 -2.5983 1.5169
H 2.8455 -2.5311 -0.6322
H 1.0982 -2.6064 -0.2329
H 1.8354 -3.5220 1.7752
H 3.4448 -2.7895 1.6747
H 2.0501 -1.8347 2.2529
N 1.9343 3.4236 3.8259
C 2.1139 2.0863 3.5123
N 3.3918 1.8388 3.0979
S 0.9570 0.8047 3.6487
H 2.2457 4.1174 3.1407
H 1.1788 3.7236 4.4313
H 3.7209 0.8760 3.2215
H 4.0978 2.5794 3.1988
*
```

Computed properties:
- <S²>: 2.01
- LUMO (spin up / spin down): -5.60 / -7.86 eV
- Largest force on an atom: 3.66 eV/Å
- Relative energy (zero: lowest compared OMol25 entry of this formula, charge and spin): 0.0 kJ/mol
- Kohn-Sham gap (spin up / spin down): 0.2517 / 0.1674 Eh

Mulliken atomic charge list, values in e, 2 entries: -0.565 -0.305